Entry from the Open Molecules 2025 dataset: the ion C7H13N2O2 with charge +1 in a non-equilibrium geometry (wB97M-V/def2-TZVPD).

Summary:
Relative energy (zero: lowest compared OMol25 entry of this formula, charge and spin): 5.702 eV
Frontier orbital gap (alpha / beta): 4.501 / 10.299 eV
DFT total energy: -534.07384 Ha
Highest occupied orbital energy (alpha / beta): -11.043 / -13.863 eV
LUMO energy (alpha / beta): -6.54 / -3.56 eV
Charge: +1
M: 157.2 g/mol

Each atom is followed by the atoms it is bonded to, with distances in Å.
CARTESIAN COORDINATES (ANGSTROEM)
1 C -3.50 0.97 -0.99  C2 1.370, H12 1.077, H13 1.078
2 C -2.40 0.21 -0.70  C1 1.370, C4 1.379, H14 1.082
3 C -0.97 -1.23 0.92  C4 1.546, C5 1.555, H15 1.102, H16 1.095
4 C -2.18 -0.35 0.54  C2 1.379, C3 1.546, H17 1.078
5 C 0.20 -1.75 0.04  C3 1.555, N8 1.336, N9 1.326
6 C 2.99 1.43 0.48  C7 1.522, H18 1.087, H19 1.085, H20 1.084
7 C 1.87 1.34 -0.55  C6 1.522, O11 1.427, H21 1.095, H22 1.090
8 N 0.37 -3.05 -0.23  C5 1.336, H23 1.004, H24 1.013
9 N 1.09 -0.89 -0.44  C5 1.326, O10 1.233, O11 1.387
10 O 2.08 -1.22 -1.11  N9 1.233
11 O 0.84 0.44 -0.16  C7 1.427, N9 1.387
12 H -3.68 1.35 -1.98  C1 1.077
13 H -4.23 1.20 -0.23  C1 1.078
14 H -1.68 0.02 -1.49  C2 1.082
15 H -0.47 -0.64 1.71  C3 1.102
16 H -1.39 -2.10 1.43  C3 1.095
17 H -2.87 -0.18 1.36  C4 1.078
18 H 3.47 0.47 0.61  C6 1.087
19 H 3.72 2.15 0.12  C6 1.085
20 H 2.60 1.78 1.43  C6 1.084
21 H 2.27 1.02 -1.52  C7 1.095
22 H 1.35 2.29 -0.66  C7 1.090
23 H -0.26 -3.76 0.10  N8 1.004
24 H 1.20 -3.31 -0.75  N8 1.013